A cluster of 2 separate species, C4H12N2O3S in total, computed with ωB97M-V/def2-TZVPD.

```
22
Properties=species:S:1:pos:R:3:lowdin_charge:R:1
C 0.13284 -1.55593 -1.19396 -0.0428
C 1.27615 0.78233 0.64209 -0.0674
C -0.71122 -0.71730 -0.24092 -0.4709
C -0.08178 0.57662 0.11126 -0.3353
N 0.28576 1.59915 -2.38060 0.1372
N -0.95508 -1.43754 1.00711 0.0739
O -0.50067 3.17298 0.42013 -0.2834
O -2.32966 1.82807 -0.52274 -0.2770
O -1.66296 1.52960 1.84518 -0.1665
S -1.18126 1.91832 0.32222 0.5979
H 0.26421 -1.00418 -2.11836 0.0607
H -0.36940 -2.49874 -1.39155 0.0821
H 1.10958 -1.75919 -0.76804 0.0773
H 1.63731 -0.09029 1.18665 0.0872
H 1.27777 1.65947 1.28786 0.0821
H 1.97860 0.96573 -0.17234 0.0916
H -1.68688 -0.50470 -0.68915 0.1335
H -0.69007 1.55603 -2.66526 -0.0021
H 0.42445 2.53866 -2.01418 -0.0076
H -2.11573 2.27032 2.25215 0.0838
H -0.08308 -1.71743 1.44432 0.0786
H -1.48519 -0.86677 1.65569 0.0671
```

The total energy is -892.8857 hartree. The relative energy (zero: lowest compared OMol25 entry of this formula, charge and spin) is 0.0 kJ/mol. For the HOMO energy (alpha / beta), the calculation gives -8.405 / -9.728 eV. As for the HOMO-LUMO gap (alpha / beta): 8.94 / 7.94 eV. The lowest unoccupied orbital energy (alpha / beta) comes out at 0.536 / -1.789 eV. The value obtained for the maximum force is 0.0251 Eh/bohr. As for the spin multiplicity: 3.